No. 1
{
  "formula": "C4H17N6",
  "method": "ωB97M-V/def2-TZVPD",
  "symbols": ["C", "C", "C", "C", "N", "N", "N", "N", "N", "N", "H", "H", "H", "H", "H", "H", "H", "H", "H", "H", "H", "H", "H", "H", "H", "H", "H"],
  "xyz": [[1.233, 2.954, 0.471], [1.128, 2.156, -0.875], [-1.191, -1.096, 0.726], [-0.060, -1.427, -0.291], [-1.074, 0.268, 1.204], [-2.429, -1.296, 0.046], [1.213, -1.802, 0.327], [-0.365, -2.473, -1.203], [0.182, -0.172, -1.153], [0.924, 0.776, -0.353], [0.327, 3.251, 0.899], [1.825, 2.440, 1.233], [1.683, 3.912, 0.483], [2.139, 2.171, -1.288], [0.293, 2.448, -1.438], [-1.248, -1.885, 1.542], [-1.861, 0.973, 0.903], [-1.118, 0.177, 2.249], [-3.198, -1.265, 0.727], [-2.562, -0.627, -0.646], [1.934, -2.219, -0.375], [1.001, -2.399, 1.143], [-0.897, -2.239, -1.934], [-0.540, -3.491, -0.959], [0.749, -0.446, -2.030], [1.730, 0.388, 0.192], [0.179, 0.924, 0.398]],
  "lowdin_charge": [-0.06, -0.11, -0.41, -0.57, 0.03, 0.06, 0.06, 0.09, 0.07, -0.07, 0.06, 0.09, 0.07, 0.13, 0.11, 0.17, 0.17, 0.13, 0.11, 0.05, 0.15, 0.09, 0.02, 0.15, 0.17, 0.17, 0.07],
  "energy_ha": -490.8311,
  "homo_ev": -12.5,
  "homo_lumo_gap_ev": 9.99,
  "max_force_ev_per_a": 4.35,
  "charge": 1,
  "smiles": "CC[NH2+]NC(N)(N)C(N)N",
  "multiplicity": 1
}


No. 2
{
  "formula": "C34H37As2AuCl2N2O3",
  "method": "ωB97M-V/def2-TZVPD",
  "symbols": ["Au", "C", "C", "As", "C", "C", "C", "C", "C", "C", "C", "C", "C", "C", "C", "C", "As", "C", "C", "C", "C", "C", "C", "C", "C", "C", "C", "C", "C", "H", "H", "H", "H", "H", "H", "H", "H", "H", "H", "H", "H", "H", "H", "H", "H", "H", "H", "H", "H", "H", "H", "H", "H", "Cl", "C", "Cl", "C", "O", "O", "H", "C", "N", "C", "C", "C", "N", "C", "C", "O", "H", "H", "H", "H", "H", "H", "H", "H", "H", "H", "H", "H"],
  "xyz": [[-0.526, -0.386, 0.353], [1.094, -1.600, -0.012], [0.468, 0.603, 1.823], [0.657, 2.475, 1.279], [1.485, 3.178, 2.916], [1.456, 2.539, 4.150], [2.113, 3.088, 5.243], [2.813, 4.279, 5.110], [2.843, 4.928, 3.883], [2.183, 4.377, 2.795], [-1.181, 3.051, 1.653], [-1.840, 2.786, 2.849], [-3.143, 3.216, 3.050], [-3.806, 3.920, 2.053], [-3.162, 4.183, 0.853], [-1.857, 3.750, 0.656], [2.856, -1.174, -0.738], [2.698, 0.421, -1.859], [3.905, 0.973, -2.290], [3.919, 2.119, -3.068], [2.723, 2.709, -3.454], [1.521, 2.132, -3.079], [1.506, 0.990, -2.289], [3.771, -0.463, 0.845], [4.251, 0.832, 1.005], [4.936, 1.183, 2.162], [5.136, 0.253, 3.169], [4.653, -1.040, 3.022], [3.991, -1.396, 1.859], [0.586, -2.247, -0.734], [1.238, -2.187, 0.895], [1.426, 0.159, 2.073], [-0.218, 0.478, 2.662], [0.941, 1.593, 4.269], [2.084, 2.578, 6.197], [3.341, 4.697, 5.958], [3.396, 5.853, 3.772], [2.213, 4.874, 1.830], [-1.339, 2.248, 3.645], [-3.642, 2.994, 3.985], [-4.821, 4.262, 2.213], [-3.674, 4.725, 0.067], [-1.350, 3.957, -0.280], [4.837, 0.499, -2.000], [4.860, 2.552, -3.383], [2.728, 3.610, -4.054], [0.583, 2.571, -3.399], [0.557, 0.546, -2.027], [4.096, 1.571, 0.229], [5.303, 2.193, 2.285], [5.679, 0.532, 4.064], [4.802, -1.769, 3.809], [3.634, -2.413, 1.731], [-0.547, -4.250, 2.488], [-1.918, -3.223, 2.933], [-1.374, -1.925, 4.028], [-2.607, -2.544, 1.700], [-3.807, -2.324, 1.857], [-1.863, -2.308, 0.711], [-2.633, -3.821, 3.484], [-3.484, 0.958, 0.636], [-3.862, 1.020, -0.768], [-5.237, 1.415, -1.036], [-5.724, 0.829, -2.346], [-4.714, 1.157, -3.429], [-3.396, 0.697, -3.030], [-2.485, 0.321, -4.094], [-3.000, 0.631, -1.728], [-1.839, 0.243, -1.461], [-3.659, -0.033, 1.058], [-4.069, 1.693, 1.184], [-2.433, 1.232, 0.754], [-5.309, 2.509, -1.055], [-5.855, 1.050, -0.215], [-6.702, 1.236, -2.600], [-5.809, -0.255, -2.250], [-4.699, 2.235, -3.629], [-4.977, 0.651, -4.359], [-2.952, -0.433, -4.731], [-1.577, -0.083, -3.663], [-2.232, 1.189, -4.709]],
  "lowdin_charge": [1.03, -0.45, -0.48, 1.24, -0.41, -0.12, -0.08, -0.09, -0.09, -0.14, -0.43, -0.11, -0.08, -0.11, -0.10, -0.14, 1.27, -0.42, -0.15, -0.09, -0.09, -0.09, -0.13, -0.42, -0.12, -0.08, -0.09, -0.08, -0.14, 0.02, -0.01, -0.01, -0.03, 0.09, 0.10, 0.10, 0.10, 0.09, 0.10, 0.11, 0.11, 0.10, 0.09, 0.10, 0.10, 0.10, 0.10, 0.05, 0.09, 0.10, 0.10, 0.10, 0.09, 0.57, -1.00, 0.56, -0.82, -0.01, -0.17, 0.05, -0.02, -0.04, -0.15, -0.15, -0.16, -0.08, -0.03, -0.44, -0.09, 0.09, 0.08, 0.04, 0.12, 0.13, 0.12, 0.13, 0.13, 0.12, 0.09, 0.08, 0.09],
  "energy_ha": -7180.5801,
  "homo_ev": -8.1,
  "homo_lumo_gap_ev": 7.12,
  "max_force_ev_per_a": 0.44,
  "charge": 0,
  "multiplicity": 1
}


No. 3
{
  "formula": "CH5BO",
  "method": "ωB97M-V/def2-TZVPD",
  "symbols": ["B", "C", "O", "H", "H", "H", "H", "H"],
  "xyz": [[0.915, 0.361, -0.228], [-1.371, -0.042, 0.013], [1.611, -0.717, 0.243], [1.222, 1.400, -0.508], [-1.194, -0.627, 0.832], [-1.850, -0.624, -0.662], [-1.876, 0.932, 0.056], [2.543, -0.684, 0.255]],
  "lowdin_charge": [-0.02, -0.01, 0.09, 0.00, -0.06, -0.06, 0.00, 0.06],
  "energy_ha": -141.1161,
  "homo_ev": -8.5,
  "homo_lumo_gap_ev": 8.98,
  "max_force_ev_per_a": 5.50,
  "charge": 0,
  "multiplicity": 1
}